A:
The following is a DFT calculation (ωB97M-V/def2-TZVPD) of a single C3H8P2 molecule.

## Properties
- lowest unoccupied orbital energy (spin up / spin down) (eV) = 1.105 / -2.560
- Kohn-Sham gap (spin up / spin down) (eV) = 7.2 / 6.0

Geometry as ORCA input:
```
! wB97M-V def2-TZVPD RIJCOSX def2/J DEFGRID3
* xyz 0 3
C 1.145 1.237 0.298
C -2.685 0.467 -0.394
C 1.112 -1.585 -0.012
P -1.677 -0.555 0.453
P 0.199 -0.095 -0.631
H 2.184 0.912 0.320
H 1.084 2.146 -0.298
H -2.335 1.139 -1.162
H -3.740 0.501 -0.173
H 2.094 -1.629 -0.485
H 1.225 -1.561 1.070
H 0.549 -2.473 -0.299
H 0.845 1.495 1.312
*
```

=====

B:
The following is a DFT calculation (ωB97M-V/def2-TZVPD) of a single C3H8P2 molecule.

## Properties
- lowest unoccupied orbital energy (spin up / spin down) (eV) = 1.053 / -2.339
- Kohn-Sham gap (spin up / spin down) (eV) = 7.4 / 7.0

Geometry as ORCA input:
```
! wB97M-V def2-TZVPD RIJCOSX def2/J DEFGRID3
* xyz 0 3
C -1.299 -0.124 -0.043
C 1.737 0.225 0.826
C 1.383 -0.005 -0.634
P -0.239 0.685 -1.053
P -3.057 0.101 0.183
H -1.084 -1.062 0.597
H 1.580 1.376 1.103
H 1.407 -0.533 1.629
H 2.800 0.227 1.011
H 1.511 -1.107 -0.755
H 2.188 0.570 -1.229
H -3.547 0.688 -0.984
H -3.380 -1.041 -0.651
*
```

=====

Stability verdict: A, ahead by 30.0 kcal/mol

=====

A:
The following is a DFT calculation (ωB97M-V/def2-TZVPD) of 2 unconnected molecules or ions with the total composition C2H3P.

## Properties
- lowest unoccupied orbital energy (eV) = 0.102
- Kohn-Sham gap (eV) = 9.5

Geometry as ORCA input:
```
! wB97M-V def2-TZVPD RIJCOSX def2/J DEFGRID3
* xyz 0 1
C -0.067 -1.828 -0.516
C 0.241 -0.804 0.058
P 0.764 0.639 1.018
H -0.222 -2.697 -1.052
H -0.818 1.620 1.190
H 1.352 1.206 -0.300
*
```

=====

B:
The following is a DFT calculation (ωB97M-V/def2-TZVPD) of a single C2H3P molecule.

## Properties
- lowest unoccupied orbital energy (eV) = 0.748
- Kohn-Sham gap (eV) = 8.7
- SMILES string = C#CP

Geometry as ORCA input:
```
! wB97M-V def2-TZVPD RIJCOSX def2/J DEFGRID3
* xyz 0 1
C 0.937 1.101 -1.090
C 0.223 0.262 -0.434
P -0.607 -0.861 0.742
H 1.442 1.936 -1.607
H 0.048 -1.825 1.446
H -2.043 -0.614 0.942
*
```

=====

Stability verdict: A, ahead by 13.0 kcal/mol

=====

A:
The following is a DFT calculation (ωB97M-V/def2-TZVPD) of a single C5H3NO molecule.

## Properties
- lowest unoccupied orbital energy (spin up / spin down) (eV) = -0.916 / -0.916
- Kohn-Sham gap (spin up / spin down) (eV) = 8.9 / 8.9

Geometry as ORCA input:
```
! wB97M-V def2-TZVPD RIJCOSX def2/J DEFGRID3
* xyz 0 1
C -2.001 -0.369 0.434
C -1.178 0.563 -0.241
C -1.691 -1.479 -0.240
C 1.207 0.110 -0.308
C 2.426 -0.137 0.013
N 0.037 -0.096 -0.651
O -1.588 1.644 -0.568
H -2.848 0.004 0.983
H 2.418 -0.858 0.779
H 3.218 0.619 -0.201
*
```

=====

B:
The following is a DFT calculation (ωB97M-V/def2-TZVPD) of a molecular structure, C5H3NO.

## Properties
- lowest unoccupied orbital energy (eV) = -0.712
- Kohn-Sham gap (eV) = 9.1

Geometry as ORCA input:
```
! wB97M-V def2-TZVPD RIJCOSX def2/J DEFGRID3
* xyz 0 1
N -2.088 -2.459 0.326
C -1.131 -1.849 0.558
C -0.436 0.051 0.245
C -0.101 -0.960 1.004
O 1.994 0.603 -0.037
C 1.194 1.178 -0.741
C -0.275 0.912 -0.718
H 0.370 -0.980 1.983
H 1.493 2.038 -1.352
H -1.021 1.466 -1.268
*
```

=====

C:
The following is a DFT calculation (ωB97M-V/def2-TZVPD) of a single C5H3NO molecule.

## Properties
- lowest unoccupied orbital energy (eV) = 0.606
- Kohn-Sham gap (eV) = 9.9
- SMILES string = C#Cc1ncco1

Geometry as ORCA input:
```
! wB97M-V def2-TZVPD RIJCOSX def2/J DEFGRID3
* xyz 0 1
C 2.406 -0.640 1.711
C 1.524 -0.424 0.974
C 0.294 -0.403 0.124
N -0.937 -0.558 0.430
C -1.781 0.187 -0.586
C -0.830 0.450 -1.617
O 0.345 0.157 -1.114
H 2.952 -0.537 2.920
H -2.925 0.642 -0.351
H -1.048 1.126 -2.491
*
```

=====

D:
The following is a DFT calculation (ωB97M-V/def2-TZVPD) of a single C5H3NO molecule.

## Properties
- lowest unoccupied orbital energy (eV) = 0.945
- Kohn-Sham gap (eV) = 10.0
- SMILES string = C#Cc1cocn1

Geometry as ORCA input:
```
! wB97M-V def2-TZVPD RIJCOSX def2/J DEFGRID3
* xyz 0 1
C -2.943 -0.062 -0.022
C -1.754 0.070 -0.035
C -0.328 0.032 0.099
C 0.575 1.083 0.059
O 1.821 0.625 -0.043
C 1.667 -0.738 -0.069
N 0.453 -1.159 0.051
H -4.037 -0.054 -0.122
H 0.457 2.148 -0.056
H 2.532 -1.288 -0.028
*
```

=====

Stability verdict: D, ahead by 32.9 kcal/mol

=====

A:
The following is a DFT calculation (ωB97M-V/def2-TZVPD) of a single C5H3NO molecule.

## Properties
- lowest unoccupied orbital energy (eV) = -0.493
- Kohn-Sham gap (eV) = 8.3
- SMILES string = C1#CC=NOC=C1

Geometry as ORCA input:
```
! wB97M-V def2-TZVPD RIJCOSX def2/J DEFGRID3
* xyz 0 1
C -0.639 -1.005 0.689
C -0.551 0.029 1.341
C -0.161 1.366 1.109
N 0.037 1.758 -0.114
O -0.221 0.763 -1.083
C 0.420 -0.463 -1.067
C -0.217 -1.551 -0.550
H -0.052 2.141 1.864
H 1.471 -0.452 -1.343
H -0.088 -2.586 -0.847
*
```

=====

B:
The following is a DFT calculation (ωB97M-V/def2-TZVPD) of a single C5H3NO molecule.

## Properties
- lowest unoccupied orbital energy (eV) = 0.862
- Kohn-Sham gap (eV) = 10.0
- SMILES string = C#Cc1cnoc1

Geometry as ORCA input:
```
! wB97M-V def2-TZVPD RIJCOSX def2/J DEFGRID3
* xyz 0 1
C 2.225 0.312 0.618
C 1.360 0.060 -0.184
C 0.018 -0.143 -0.627
C -0.842 -1.203 -0.186
N -1.953 -0.742 0.305
O -1.894 0.640 0.158
C -0.758 0.956 -0.437
H 3.081 0.404 1.241
H -0.707 -2.277 -0.245
H -0.530 1.993 -0.642
*
```

=====

Stability verdict: B, ahead by 58.2 kcal/mol

=====

A:
The following is a DFT calculation (ωB97M-V/def2-TZVPD) of a single C5H3NO molecule.

## Properties
- lowest unoccupied orbital energy (eV) = 0.765
- Kohn-Sham gap (eV) = 10.0
- SMILES string = C#Cc1ncco1

Geometry as ORCA input:
```
! wB97M-V def2-TZVPD RIJCOSX def2/J DEFGRID3
* xyz 0 1
C -2.854 0.025 -0.470
C -1.658 0.138 -0.292
C -0.243 0.170 -0.059
N 0.543 1.133 0.304
C 1.761 0.546 0.506
C 1.664 -0.750 0.160
O 0.389 -1.026 -0.198
H -3.940 0.003 -0.552
H 2.638 1.070 0.859
H 2.373 -1.576 0.089
*
```

=====

B:
The following is a DFT calculation (ωB97M-V/def2-TZVPD) of a single C5H3NO molecule.

## Properties
- lowest unoccupied orbital energy (eV) = -0.121
- Kohn-Sham gap (eV) = 9.0
- SMILES string = C#Cc1ncco1

Geometry as ORCA input:
```
! wB97M-V def2-TZVPD RIJCOSX def2/J DEFGRID3
* xyz 0 1
C 2.907 -0.367 -0.040
C 1.688 0.061 -0.341
C 0.305 0.193 -0.331
N -0.355 1.322 -0.108
C -1.637 0.830 0.147
C -1.732 -0.517 0.215
O -0.416 -1.052 -0.192
H 4.017 -0.596 -0.099
H -2.386 1.523 0.509
H -2.391 -1.397 0.241
*
```

=====

C:
The following is a DFT calculation (ωB97M-V/def2-TZVPD) of a single C5H3NO molecule.

## Properties
- lowest unoccupied orbital energy (eV) = -0.614
- Kohn-Sham gap (eV) = 9.6

Geometry as ORCA input:
```
! wB97M-V def2-TZVPD RIJCOSX def2/J DEFGRID3
* xyz 0 1
O -1.842 0.171 0.306
C -0.532 0.536 0.176
C 0.189 -0.681 -0.288
C 1.616 -0.561 -0.008
C 2.781 -0.447 0.258
C -2.584 1.263 0.279
N -3.161 2.250 0.125
H 0.009 -0.599 -1.380
H -0.249 -1.633 0.039
H 3.819 -0.365 0.492
*
```

=====

Stability verdict: A, ahead by 35.8 kcal/mol